A cluster of 12 separate species, C5H33N2O12 in total in a non-equilibrium geometry, computed with ωB97M-V/def2-TZVPD.

```
! RIJCOSX wB97M-V def2-TZVPD def2/J DEFGRID3
* xyz -1 1
C 0.057 2.309 -1.855
O -0.604 2.785 -0.693
C 1.461 1.582 -1.488
C 1.383 0.076 -1.154
C 0.200 -0.545 -0.416
N -0.521 -2.894 1.022
C 0.345 -1.941 1.541
N 0.739 -0.914 0.899
H -0.551 1.748 -2.550
H 0.275 3.235 -2.396
H 1.861 2.314 -0.785
H 2.054 1.716 -2.384
H 1.541 -0.503 -2.063
H 2.341 -0.065 -0.652
H -0.221 -1.323 -1.036
H -0.452 0.325 -0.322
H -0.791 -2.778 0.053
H -1.326 -3.093 1.608
H 0.705 -2.226 2.556
H -4.532 -0.523 1.277
H -3.423 -0.206 2.088
O -4.360 -0.416 2.243
H 2.709 -0.328 2.557
H 2.427 0.517 3.672
O 2.925 -0.297 3.504
H 0.843 3.794 1.568
H 0.258 2.547 2.208
O 1.013 3.173 2.288
H 4.190 -0.004 0.771
H 3.973 -1.228 -0.051
O 4.695 -0.668 0.266
H 1.887 1.409 1.001
H 2.806 2.246 1.746
O 2.835 1.435 1.211
H -3.409 -1.272 -2.557
H -3.605 -2.613 -2.061
O -3.129 -2.174 -2.779
H -1.927 1.664 1.333
H -0.979 0.745 2.155
O -1.261 1.668 2.106
H -1.179 2.144 -0.195
H -3.302 2.034 -0.017
O -2.716 1.268 0.020
H 2.020 -3.862 -0.872
H 2.008 -2.703 0.065
O 2.613 -3.188 -0.515
H -3.322 0.089 -0.171
H -4.757 -0.365 -0.814
O -3.927 -0.770 -0.535
H -0.658 -1.655 -3.910
H 0.614 -1.029 -3.326
O 0.175 -1.239 -4.159
*
```

Calculated values
HOMO energy in eV: -6.878
Strongest force on any atom in eV/A: 3.61
Energy above the lowest of the compared OMol25 structures with the same formula, charge and spin in eV: 2.867